(1)
{"formula": "C27H63N9O9", "method": "wB97M-V/def2-TZVPD", "elements": ["C", "C", "O", "N", "C", "H", "H", "H", "H", "H", "H", "H", "C", "C", "O", "N", "C", "H", "H", "H", "H", "H", "H", "H", "C", "C", "O", "N", "C", "H", "H", "H", "H", "H", "H", "H", "C", "C", "O", "N", "C", "H", "H", "H", "H", "H", "H", "H", "C", "C", "O", "N", "C", "H", "H", "H", "H", "H", "H", "H", "C", "C", "O", "N", "C", "H", "H", "H", "H", "H", "H", "H", "C", "C", "O", "N", "C", "H", "H", "H", "H", "H", "H", "H", "C", "C", "O", "N", "C", "H", "H", "H", "H", "H", "H", "H", "C", "C", "O", "N", "C", "H", "H", "H", "H", "H", "H", "H"], "xyz": [[-0.9165, -4.7807, 0.4133], [-1.6975, -5.5287, -0.5167], [-2.7515, -5.8887, -0.1547], [-1.2555, -5.8457, -1.7767], [-1.9615, -6.6827, -2.6397], [-1.7065, -4.1087, 1.0963], [-0.2735, -4.1247, -0.2147], [-0.3855, -5.2077, 1.3543], [-0.2795, -5.9587, -1.6777], [-2.6205, -5.9717, -3.1807], [-2.2295, -7.5417, -2.0457], [-1.0865, -6.9087, -3.3397], [1.1115, 3.6953, 0.6283], [-0.2755, 3.7333, 1.1143], [-1.1185, 4.2493, 0.4453], [-0.4655, 3.2753, 2.3653], [-1.8105, 3.1653, 3.0183], [1.5795, 2.7353, 0.9143], [1.7445, 4.5743, 1.1733], [1.1715, 3.6973, -0.3217], [0.2225, 2.8263, 2.9723], [-2.5725, 3.0793, 2.3493], [-1.8815, 4.0133, 3.7123], [-1.7795, 2.2503, 3.9213], [5.6925, 0.0763, 3.6013], [5.0015, -1.1997, 3.7713], [5.2385, -1.8817, 4.7403], [4.1575, -1.6577, 2.7993], [3.3245, -2.7827, 2.9233], [4.8495, 0.8523, 3.5593], [6.2885, 0.2933, 2.6393], [6.5345, 0.1483, 4.2833], [4.0145, -1.2777, 1.7473], [3.3885, -3.5497, 2.1143], [2.2145, -2.5147, 3.0883], [3.4095, -3.3257, 3.7653], [2.5635, 1.1433, 5.6083], [1.8655, 2.3723, 5.2693], [1.1615, 2.4423, 4.1993], [1.9955, 3.4373, 5.9773], [1.7665, 4.8153, 5.4873], [2.3025, 1.1253, 6.6173], [3.6445, 1.2333, 5.7993], [2.5685, 0.2633, 5.0273], [2.7755, 3.4273, 6.6693], [2.7855, 5.3213, 5.2043], [1.3845, 5.5343, 6.2603], [0.9495, 4.6963, 4.6693], [-5.4535, 1.5523, -1.0327], [-6.7055, 2.3503, -1.5537], [-7.8245, 2.1163, -1.0507], [-6.5135, 3.3323, -2.3137], [-7.5575, 4.1083, -3.1017], [-4.9475, 0.9883, -1.7897], [-5.9355, 1.0153, -0.2987], [-4.7265, 2.2663, -0.8507], [-5.5955, 3.2793, -2.7767], [-8.4675, 4.1743, -2.8057], [-7.6885, 3.8263, -4.1817], [-7.0975, 5.0773, -3.2457], [6.1305, -0.5087, -0.4027], [4.7805, -0.9787, -0.2737], [4.4485, -1.9737, -1.0197], [3.9305, -0.2607, 0.2953], [2.4135, -0.3827, 0.1933], [6.8305, -1.3017, 0.0363], [6.2815, 0.6013, -0.1307], [6.5155, -0.6067, -1.4797], [4.2515, 0.7823, 0.8323], [2.2695, -0.4297, -0.8967], [1.8885, 0.3403, 0.7863], [2.2705, -1.3577, 0.4993], [-1.6115, 0.5733, -0.3077], [-1.3285, -0.3437, 0.8923], [-1.5905, -1.4897, 0.7673], [-0.9315, 0.2963, 2.0533], [-0.4015, -0.4227, 3.2283], [-2.5545, 0.4603, -0.8217], [-0.8045, 0.2683, -1.1137], [-1.4525, 1.4263, -0.0957], [-0.8855, 1.3053, 2.0683], [-0.3725, 0.2353, 4.1003], [0.7175, -0.3647, 3.0693], [-0.9225, -1.3017, 3.2603], [-1.0755, 3.1453, -4.0017], [0.0455, 2.1703, -3.9867], [0.3345, 1.7423, -2.9417], [0.5505, 1.7893, -5.1577], [1.5585, 0.8053, -5.3907], [-0.9835, 4.1303, -4.2307], [-1.4715, 3.1433, -2.9287], [-1.8205, 2.7793, -4.6267], [0.2675, 2.2383, -5.9877], [2.5355, 1.1553, -4.8597], [1.8305, 0.6123, -6.5247], [1.2205, -0.1807, -5.0497], [-0.9105, -4.6707, -5.4577], [-1.7235, -3.5787, -4.8887], [-2.0695, -2.5757, -5.5157], [-2.0475, -3.6507, -3.5927], [-2.9265, -2.7477, -2.8057], [-0.2785, -4.3217, -6.1497], [-1.4165, -5.3747, -6.0327], [-0.3185, -4.9227, -4.8797], [-1.9565, -4.4117, -3.1947], [-3.9155, -2.4637, -3.2867], [-2.3335, -1.7437, -2.5427], [-3.0905, -3.4587, -1.9327]], "atomic_forces_ev_per_a": [[1.14, 4.03, 3.76], [0.57, -1.32, -0.60], [-5.00, -1.68, 0.76], [2.09, 2.61, 2.74], [2.15, 0.19, -1.88], [1.99, -1.33, -2.43], [0.08, 0.04, 1.17], [-0.50, -0.21, -2.31], [1.26, -0.07, -0.77], [-0.79, -1.87, 0.21], [-1.32, -0.48, -0.71], [-1.78, -0.50, 0.20], [2.65, 0.37, 7.86], [0.95, 0.08, 1.11], [-2.30, 0.72, -1.25], [-1.96, -1.27, 1.29], [3.72, -0.90, 4.72], [0.04, 0.39, 0.31], [-1.45, -2.04, -1.51], [0.25, 0.77, -6.84], [0.39, 0.62, -0.82], [-2.16, -0.29, -1.68], [-0.62, 0.15, -0.57], [-0.10, 2.15, -3.14], [0.41, 2.64, -2.55], [0.18, -2.02, -1.42], [-0.19, -0.35, 1.37], [-0.53, 1.64, -3.67], [-3.26, -0.35, -1.58], [1.59, -0.42, 0.72], [-1.34, -0.95, 0.69], [-0.76, 0.45, 0.87], [1.16, -0.24, 3.96], [0.09, 0.99, 0.17], [1.23, 0.06, -0.98], [1.40, -1.69, 3.19], [2.32, 0.78, 1.27], [-1.98, -0.78, -6.70], [1.48, -0.91, 2.52], [2.46, 3.48, 3.58], [-0.46, 0.72, -0.94], [-0.91, -1.74, 2.03], [0.06, 0.89, -0.51], [-1.30, -0.81, -0.65], [-1.14, -0.28, -0.59], [-1.94, -1.24, -0.21], [0.05, -1.22, -0.33], [1.90, 0.64, 1.10], [-1.96, 1.38, -3.04], [-2.38, -4.45, 4.81], [1.22, -0.17, -0.70], [0.96, 4.19, -5.58], [7.00, -0.49, -3.23], [-0.33, -0.97, -0.63], [0.07, -1.39, 2.04], [1.38, 1.41, 1.63], [-0.77, 0.62, 0.19], [-5.51, 0.13, 3.18], [0.58, -0.79, 0.89], [-0.24, 0.52, 0.45], [4.30, 0.67, -0.77], [1.14, -4.93, -6.79], [0.19, 1.62, 2.49], [-4.19, 8.59, 5.63], [2.90, -0.12, -2.01], [-0.72, 1.57, 0.21], [0.14, -1.94, 0.15], [-1.20, 0.27, 1.27], [-0.91, -4.39, -2.32], [-0.71, 0.62, 0.41], [-0.03, 0.41, -0.02], [-1.10, -2.05, 0.94], [0.95, -11.14, -3.64], [-1.24, 3.51, -0.30], [0.21, -3.49, 0.62], [-0.12, -0.46, -0.31], [2.71, 3.99, -1.60], [-0.40, -0.44, 0.42], [-1.47, 0.64, 1.47], [1.95, 11.58, 2.54], [0.14, -0.29, -0.32], [-1.21, -0.23, 0.16], [-0.80, -1.55, 0.08], [-0.60, -2.53, 0.70], [-1.23, -1.44, 2.97], [-1.50, 2.17, -2.49], [2.39, -2.69, 4.41], [0.47, -0.25, -1.82], [2.65, -0.73, -0.47], [1.17, 2.88, -0.97], [0.44, -0.08, -1.50], [-1.63, -0.75, -1.18], [-0.70, 0.73, -0.51], [-1.53, -1.07, -0.85], [-0.85, 0.98, 2.20], [0.36, 0.23, 0.32], [-9.41, 4.23, -7.12], [-1.35, 2.72, -0.62], [0.34, -0.49, -0.41], [-1.96, 8.54, -3.87], [0.97, 0.60, 0.27], [2.02, 2.32, -3.04], [-1.30, -1.65, -0.18], [9.38, -5.68, 10.49], [1.73, -8.83, 4.77], [1.35, -0.55, 0.33], [-1.43, -2.33, -0.28], [-0.20, 1.79, -0.46]], "smiles": "CNC(C)=O.CNC(C)=O.CNC(C)=O.CNC(C)=O.CNC(C)=O.CNC(C)=O.CNC(C)=O.CNC(C)=O.CNC(C)=O", "energy_ha": -2236.1412, "homo_ev": -9.053}

---

(2)
{"formula": "C27H63N9O9Y", "method": "wB97M-V/def2-TZVPD", "elements": ["Y", "C", "O", "N", "C", "C", "H", "H", "H", "H", "H", "H", "H", "C", "O", "N", "C", "C", "H", "H", "H", "H", "H", "H", "H", "C", "O", "N", "C", "C", "H", "H", "H", "H", "H", "H", "H", "C", "O", "N", "C", "C", "H", "H", "H", "H", "H", "H", "H", "C", "O", "N", "C", "C", "H", "H", "H", "H", "H", "H", "H", "C", "O", "N", "C", "C", "H", "H", "H", "H", "H", "H", "H", "C", "O", "N", "C", "C", "H", "H", "H", "H", "H", "H", "H", "C", "O", "N", "C", "C", "H", "H", "H", "H", "H", "H", "H", "C", "O", "N", "C", "C", "H", "H", "H", "H", "H", "H", "H"], "xyz": [[-0.2278, -0.0203, 0.0604], [-2.8247, 0.4068, 2.4656], [-1.8203, -0.0467, 1.9118], [-2.8229, 1.1319, 3.5799], [-4.0665, 1.7616, 4.0182], [-1.6955, 1.2204, 4.4870], [-3.8303, 0.2605, 2.0555], [-3.9515, 2.7952, 4.3375], [-4.4028, 1.1884, 4.8905], [-4.8819, 1.6760, 3.3046], [-1.8752, 0.7939, 5.4714], [-0.8616, 0.7199, 3.9969], [-1.3831, 2.2613, 4.5960], [-0.3848, -3.2076, 1.8347], [-0.2981, -2.1470, 1.2413], [-0.4092, -3.4001, 3.1492], [-0.2556, -4.7084, 3.8117], [-0.4046, -2.2521, 4.0681], [-0.4423, -4.1872, 1.3340], [-0.7168, -5.4437, 3.1557], [-0.6941, -4.6737, 4.8022], [0.8187, -4.8465, 3.9550], [-1.1096, -2.4929, 4.8660], [0.5851, -2.0608, 4.4764], [-0.8922, -1.4113, 3.5782], [0.2926, -2.0564, -2.8515], [0.2349, -1.2507, -1.9325], [0.0499, -1.7999, -4.1448], [-0.5453, -0.5398, -4.4961], [0.0710, -2.8656, -5.1170], [0.4919, -3.1113, -2.6205], [-0.2889, 0.2705, -3.8104], [-1.6411, -0.5272, -4.3914], [-0.3201, -0.2589, -5.5227], [0.6517, -2.6544, -6.0094], [0.3639, -3.7953, -4.6226], [-0.9418, -3.1687, -5.4149], [-2.5336, 1.4429, -2.1824], [-1.7081, 1.0672, -1.3526], [-2.3363, 2.4380, -3.0666], [-1.0609, 3.1042, -3.2109], [-3.3626, 2.7486, -4.0423], [-3.5297, 1.0170, -2.3551], [-0.5362, 2.9122, -4.1444], [-0.4549, 2.7048, -2.3945], [-1.0385, 4.1683, -2.9690], [-4.1595, 2.0070, -4.0503], [-3.7407, 3.7656, -3.9319], [-2.9585, 2.7279, -5.0597], [-0.4158, 3.2310, 1.2899], [-0.4859, 2.0541, 0.9149], [-1.4753, 4.0102, 1.4587], [-1.3806, 5.2220, 2.2670], [-2.7983, 3.6400, 1.0206], [0.5502, 3.7032, 1.4903], [-1.9400, 6.0409, 1.8081], [-0.3484, 5.5168, 2.4229], [-1.9319, 5.0819, 3.2009], [-3.1002, 4.3291, 0.2177], [-2.8168, 2.6639, 0.5457], [-3.6087, 3.8142, 1.7273], [2.1550, 2.0930, -1.7671], [1.2645, 1.4058, -1.2762], [3.0336, 1.7276, -2.7132], [4.1599, 2.6244, -2.9673], [2.7904, 0.6020, -3.6069], [2.3714, 3.1418, -1.4958], [3.9563, 3.6150, -3.3734], [4.8101, 2.1465, -3.7022], [4.8082, 2.7282, -2.0970], [2.4218, 0.9282, -4.5779], [3.7114, 0.0318, -3.7292], [2.0793, -0.0399, -3.0900], [1.6507, 0.6963, 3.2476], [0.9513, 0.1800, 2.3874], [2.7073, 0.0812, 3.8048], [3.4471, 0.7004, 4.9328], [3.1359, -1.2638, 3.5026], [1.6104, 1.6992, 3.7038], [3.7294, -0.0455, 5.6630], [2.8297, 1.4986, 5.3469], [4.2789, 1.2616, 4.5034], [4.1796, -1.2644, 3.1879], [3.0120, -1.9226, 4.3677], [2.5404, -1.7890, 2.7545], [2.9769, -1.6034, -0.0824], [1.9955, -0.9124, 0.1307], [4.2150, -1.1622, -0.3281], [4.5797, 0.2157, -0.0445], [5.2628, -2.0183, -0.8140], [2.9727, -2.6992, -0.0283], [3.6717, 0.7016, 0.3203], [4.9238, 0.7125, -0.9488], [5.2909, 0.2969, 0.7781], [6.1294, -2.0654, -0.1573], [4.9153, -3.0025, -1.1322], [5.6010, -1.6259, -1.7825], [-3.0676, -1.8231, -1.3469], [-2.1967, -1.3716, -0.6157], [-3.1768, -3.1099, -1.6847], [-3.8462, -3.3722, -2.9606], [-2.2656, -4.1627, -1.2331], [-3.7777, -1.2228, -1.9232], [-3.9951, -4.4377, -3.1263], [-3.2641, -2.9514, -3.7832], [-4.8645, -2.9846, -3.0218], [-1.5036, -4.2286, -2.0093], [-1.7568, -3.9281, -0.3019], [-2.8549, -5.0519, -1.0292]], "atomic_forces_ev_per_a": [[-0.02, -1.20, 0.90], [0.41, 0.32, -0.32], [-0.25, -0.12, 0.06], [-0.74, 0.34, 0.13], [-0.45, -1.04, 1.12], [0.89, 0.36, -0.84], [0.00, 0.07, -0.21], [0.30, 0.05, -0.24], [-0.12, 0.34, 0.10], [0.29, 0.08, -0.36], [-0.33, -0.07, -0.05], [-0.05, -0.15, 0.15], [-0.19, 0.07, 0.18], [0.11, -1.54, 0.75], [0.14, 0.63, -0.53], [-0.08, 1.16, 1.07], [0.48, 0.72, -0.94], [-1.17, -0.38, -0.25], [0.06, 0.14, -0.40], [0.22, -0.37, 0.37], [-0.41, -0.08, -0.13], [-0.11, -0.55, -0.08], [0.34, -0.17, 0.28], [-0.02, 0.23, -0.07], [0.76, 0.15, -0.23], [-0.31, -0.72, -0.38], [-0.19, 0.71, 0.09], [0.05, 0.14, 0.97], [-0.84, 1.16, -0.06], [-1.01, -1.33, 0.08], [0.34, 0.02, -0.25], [0.69, -0.25, -0.06], [0.02, -0.61, -0.26], [0.18, -0.07, 0.04], [0.21, 0.09, 0.16], [0.74, 0.25, -0.13], [-0.06, 0.67, -0.25], [0.31, 1.08, -1.19], [-0.09, 0.34, -0.11], [-0.18, -0.36, -0.17], [1.06, -0.17, 1.68], [-0.10, 0.27, -0.97], [0.02, -0.30, 0.60], [-0.40, -0.03, -0.25], [0.20, -0.21, -0.24], [-0.72, 0.13, -0.51], [-0.12, 0.17, 0.35], [-0.19, -0.14, 0.34], [0.27, -0.13, 0.16], [-0.49, -0.37, -0.07], [0.16, 0.64, -0.28], [0.27, 0.24, 0.63], [-0.82, 0.42, -0.16], [-0.73, 0.58, -1.40], [0.00, 0.02, 0.23], [0.35, -0.02, -0.39], [0.00, -0.04, 0.12], [0.47, -0.25, 0.21], [0.29, 0.05, -0.03], [0.08, -0.24, 0.49], [0.42, -0.48, 0.63], [1.04, 0.19, -0.48], [-0.38, -0.01, -0.10], [-0.57, 0.62, -0.06], [1.09, -0.32, -0.55], [0.28, -0.41, 0.86], [-0.33, -0.20, 0.63], [-0.57, -0.06, 0.12], [-0.18, -0.04, -0.07], [-0.29, 0.10, 0.21], [-0.02, 0.05, 0.00], [0.01, 0.06, -0.15], [-0.15, -0.01, -0.26], [1.56, -0.88, 0.50], [-0.32, 0.56, -0.34], [-0.07, -0.15, 0.80], [-0.55, 1.10, -1.40], [-0.26, -0.95, -0.22], [-0.87, 0.20, -0.48], [0.07, 0.06, 0.09], [-0.14, -0.35, 0.42], [0.52, -0.50, 0.32], [0.05, -0.05, 0.09], [0.37, 0.30, 0.27], [-0.14, 0.71, -0.33], [1.06, -0.64, -0.10], [-0.39, 0.55, 0.21], [-0.23, 0.39, 0.60], [-0.93, 0.25, 0.16], [0.49, -0.24, -1.28], [-0.46, -0.13, -0.32], [0.06, 0.13, -0.23], [0.22, 0.05, 0.11], [0.36, -0.26, -0.28], [-0.15, -0.13, 0.16], [-0.21, -0.10, 0.72], [0.19, 0.28, 0.26], [0.92, -0.75, -0.45], [-0.27, 0.03, 0.58], [-0.50, -0.06, -0.09], [-0.55, -0.32, -0.25], [-0.05, 0.77, 0.20], [-0.20, 0.41, 0.27], [0.38, -0.05, 0.15], [0.00, -0.17, -0.11], [0.15, 0.37, 0.31], [0.02, -0.82, 0.02], [-0.20, 0.53, -0.08], [0.22, -0.29, -0.52]], "charge": 3, "energy_ha": -2274.3230, "homo_ev": -16.128}